The following is a quantum chemistry calculation of C30H59BaN11O6P2S6 as an isolated structure in a non-equilibrium geometry, from the Open Molecules 2025 dataset.

Geometry as XYZ:
```
115
Properties=species:S:1:pos:R:3:mulliken_charge:R:1
Ba -0.08 0.51 0.02 0.1088
S -0.34 2.38 2.40 -0.2448
S 1.03 4.61 0.25 -0.1789
S -1.38 -3.12 -1.85 -0.3297
S 1.14 3.38 -1.40 -0.3882
S -5.92 1.58 -2.74 1.2593
S -0.65 4.13 1.34 -0.1170
P 2.30 -0.20 -1.92 1.1307
P 3.18 0.40 1.15 1.3546
O -7.12 -1.45 -0.28 -0.6770
O 2.15 -2.40 2.22 -0.4341
O -7.18 0.91 -2.98 -0.7413
O -5.60 -2.80 -1.00 -0.8033
O -4.69 0.82 -2.77 -0.4628
O 1.77 -3.72 0.50 -0.6702
N 0.39 -2.59 5.89 -0.2706
N 1.21 -1.06 4.38 -0.3464
N -1.56 1.36 -1.82 -0.6179
N -0.53 -1.45 1.93 0.9914
N -3.85 -3.33 -3.00 0.3660
N -1.93 3.42 -3.14 0.5383
N -5.13 0.50 0.21 0.2716
N -2.28 -4.08 -4.26 0.2156
N 2.09 -1.18 6.58 -0.4759
N -2.98 0.02 0.47 0.1321
N -5.96 -1.74 -0.50 1.2459
C -0.58 -3.06 4.92 -0.6477
C 4.07 0.25 2.76 -1.4937
C -2.19 4.66 -2.36 0.0190
C 2.45 0.79 -3.45 -1.4901
C -0.97 -4.45 -4.77 -0.9001
C -1.30 3.58 -4.47 -0.7641
C 4.07 -0.34 -1.41 -1.3583
C -1.29 6.09 -4.24 -0.7665
C -3.48 -4.24 -4.95 -0.6454
C -3.64 2.36 1.01 -1.1179
C -4.94 -0.82 -0.13 -0.8152
C -6.29 1.37 -0.02 -1.6178
C 2.02 -1.87 -2.66 -1.4187
C -2.51 -3.51 -3.04 -0.0921
C -0.04 -4.08 3.91 -0.5745
C -0.17 -2.83 1.57 2.1276
C 4.26 -0.66 0.08 -1.1651
C -7.02 3.78 -4.01 -1.3265
C 1.24 -1.56 5.57 0.3498
C -0.67 -3.96 2.51 -1.2848
C 3.77 2.06 0.68 -1.3301
C -2.50 5.79 -3.33 -0.9893
C -3.91 0.96 0.58 0.5322
C -1.71 2.33 -2.44 0.0954
C -6.03 2.38 -1.15 0.0066
C -5.75 2.94 -3.86 0.1681
C -3.62 -1.10 0.05 -0.1445
C 1.33 -3.01 1.36 0.1256
C -4.46 -3.77 -4.16 -0.4047
C -0.44 4.83 -4.48 -0.4000
H -2.78 6.67 -2.76 0.5133
H -3.36 5.50 -3.94 0.1495
H 1.70 -1.84 2.89 0.1970
H -1.42 -3.48 5.47 0.3965
H 0.30 4.72 -3.68 0.0955
H 1.84 -1.38 7.53 0.2125
H -6.50 1.92 0.89 0.4874
H -0.25 -4.33 -3.97 0.2925
H 4.02 -1.70 0.29 0.3345
H 1.50 0.78 -3.99 0.3139
H -4.54 2.87 1.34 0.2667
H -0.52 -4.90 1.98 0.5349
H -0.23 -5.09 4.28 0.4558
H -3.18 2.93 0.20 0.0177
H -0.67 6.86 -3.79 0.2940
H -0.62 -3.04 0.60 -1.4222
H 1.05 -3.99 3.84 0.3492
H 3.24 0.39 -4.10 0.4475
H -0.71 2.69 -4.67 0.4804
H 5.30 -0.49 0.37 0.5767
H 4.55 -1.09 -2.04 0.5974
H -0.69 -3.81 -5.61 0.3128
H -3.11 -2.03 -0.14 0.8680
H -5.10 2.92 -1.00 -0.1624
H -0.95 -2.18 4.40 0.2121
H -5.52 -3.71 -4.31 0.4508
H -6.92 4.43 -4.87 0.4236
H 0.10 4.89 -5.42 0.4576
H -3.05 4.47 -1.70 0.1143
H 2.68 1.83 -3.19 0.3325
H -2.09 3.64 -5.22 0.2598
H 1.77 -0.21 4.30 -0.2120
H -1.33 4.89 -1.73 0.1906
H -6.87 3.07 -1.21 0.6887
H -0.98 -5.49 -5.10 0.3308
H -7.14 0.75 -0.25 0.4227
H -1.53 -1.38 2.06 0.1528
H -4.89 3.52 -3.50 -0.4061
H -1.65 6.49 -5.19 0.3512
H 4.05 -0.78 3.12 0.3508
H 0.68 -3.21 6.63 0.2547
H -7.88 3.13 -4.16 0.3550
H 3.34 2.38 -0.27 0.1068
H 3.43 2.78 1.43 0.4663
H -0.10 -1.16 2.81 -0.2756
H 2.74 -2.07 -3.45 0.4281
H -2.91 2.34 1.81 0.1977
H 1.01 -1.92 -3.06 0.1531
H -5.46 2.45 -4.79 0.4878
H 3.59 0.89 3.49 0.3013
H 5.11 0.57 2.64 0.5035
H 4.87 2.09 0.62 0.3648
H 2.10 -2.64 -1.88 0.3861
H -7.20 4.40 -3.14 0.3268
H 4.53 0.63 -1.64 0.3979
H -1.75 -3.83 2.62 0.4568
H -3.52 -4.67 -5.93 0.4471
H -4.32 -2.96 -2.18 0.1309
H 2.62 -0.34 6.43 0.2486
```

* relative energy (zero: lowest compared OMol25 entry of this formula, charge and spin): 191.71 kJ/mol
* maximum force: 1.711 eV Å⁻¹
* Kohn-Sham gap: 5.12 eV
* 2S+1: 1

=====

The following is a quantum chemistry calculation of a 8-piece molecular cluster, C23H62O9 overall in a non-equilibrium geometry, from the Open Molecules 2025 dataset.

Geometry as XYZ:
```
94
Properties=species:S:1:pos:R:3:mulliken_charge:R:1
O -1.77 1.06 0.90 -0.1915
O -2.34 2.21 -1.62 -0.2979
O 3.00 -2.24 -4.44 -0.5292
O 7.29 -1.84 1.32 -0.5732
O -5.09 -2.95 0.53 -0.5977
O 3.24 -4.83 0.10 -0.6072
O -2.90 1.89 3.43 -0.5664
O 0.92 0.64 -3.73 -0.4130
O 2.77 5.34 -2.58 -0.5888
C 6.07 -3.79 2.10 -1.4488
C 2.56 -1.14 -3.65 -0.2184
C 6.03 -2.49 1.34 0.8237
C 1.22 -3.71 0.54 -1.3981
C 1.82 -4.38 -1.80 -1.1852
C 2.31 4.03 -2.23 0.5267
C -5.52 -0.55 0.79 -1.0123
C 5.01 -1.56 1.96 -1.1045
C -2.98 1.18 4.68 0.4659
C -1.56 0.93 5.13 -1.3427
C -3.22 3.32 -1.74 0.8445
C -0.43 0.48 0.91 0.9625
C 1.24 -0.66 -4.22 -0.4087
C -3.65 -1.45 -0.60 -1.0980
C -4.47 -1.65 0.64 1.0634
C 2.53 3.76 -0.75 -1.0955
C 2.33 -3.88 -0.48 1.0792
C 0.54 1.44 1.53 -1.1925
C -0.12 0.16 -0.52 -0.2351
C -3.76 -0.10 4.48 -1.1388
C -3.78 3.28 -3.15 -1.5216
C 0.84 3.86 -2.60 -1.1845
C -4.32 3.25 -0.70 -1.2508
H 6.93 -4.41 1.86 0.3994
H 1.29 -3.59 -2.35 0.1855
H 0.57 2.41 1.04 0.0559
H 0.71 -4.66 0.71 0.4347
H -1.56 0.44 6.11 0.4428
H -0.45 -0.43 1.53 0.2324
H 0.49 -2.97 0.22 0.2148
H 2.52 -1.39 -2.58 -0.0462
H 0.13 1.06 -1.07 -0.6304
H 2.82 -2.90 -0.61 -0.0776
H 2.04 5.95 -2.42 0.3455
H 1.61 -3.36 1.50 0.2898
H 1.73 4.15 -0.12 0.1943
H 0.52 2.84 -2.41 -0.0477
H 3.45 4.25 -0.41 0.4563
H 0.77 -0.47 -0.58 0.4984
H -3.01 -2.31 -0.82 0.3611
H 0.23 4.54 -1.99 0.4567
H 2.66 -4.67 -2.44 0.3817
H -5.41 -3.23 1.39 0.3301
H -3.79 2.16 3.17 0.2432
H -4.89 4.18 -0.64 0.4571
H -4.99 2.41 -0.89 0.2199
H 6.03 -3.65 3.19 0.3915
H 0.66 4.14 -3.64 0.4013
H 5.72 -2.69 0.31 0.0228
H -4.36 2.37 -3.33 0.3319
H 7.83 -2.20 2.03 0.3330
H 0.28 1.59 2.58 0.2590
H -5.01 0.41 0.86 0.0373
H -0.04 0.66 -3.63 0.2225
H 3.28 -0.30 -3.71 0.4763
H -4.73 0.13 4.05 0.3046
H 3.99 -1.93 1.84 0.1586
H -0.95 -0.35 -1.01 0.0760
H 5.21 -1.39 3.02 0.3574
H -2.97 -0.60 -0.51 0.0064
H 1.33 -0.66 -5.31 0.3205
H 1.14 -5.23 -1.71 0.3244
H -2.66 4.26 -1.63 0.1587
H -4.48 4.12 -3.29 0.4117
H 2.63 2.69 -0.53 0.2061
H -3.96 -0.60 5.43 0.4450
H 0.45 -1.37 -3.95 0.2798
H -4.29 -1.28 -1.47 0.3762
H -6.09 -0.68 1.71 0.3326
H 5.06 -0.59 1.47 0.3018
H -1.03 0.27 4.44 0.1811
H -3.81 -1.64 1.52 -0.1751
H -3.49 1.82 5.41 0.3769
H -3.00 3.39 -3.90 0.3437
H 3.96 -2.19 -4.52 0.3178
H -6.19 -0.56 -0.07 0.3619
H 4.04 -4.89 -0.43 0.3572
H -3.21 -0.75 3.81 0.1733
H 5.17 -4.39 1.88 0.3420
H -0.99 1.86 5.20 0.3521
H -3.88 3.11 0.30 0.2370
H 2.91 3.32 -2.80 0.2272
H -2.06 1.16 1.82 -0.0680
H -2.20 2.03 -0.67 0.0993
H 1.55 1.03 1.49 0.3752
```

* relative energy (zero: lowest compared OMol25 entry of this formula, charge and spin): 29.00 kJ/mol
* maximum force: 1.040 eV Å⁻¹
* Kohn-Sham gap: 10.27 eV
* structure (SMILES): CC(C)O.CC(C)O.CC(C)O.CC(C)O.CC(C)O.CC(C)O.CC(C)O.OCCO
* 2S+1: 1

=====

The following is a quantum chemistry calculation of a 16-piece molecular cluster, C80H80F24N8O32 overall in a non-equilibrium geometry, from the Open Molecules 2025 dataset.

Geometry as XYZ:
```
224
Properties=species:S:1:pos:R:3:mulliken_charge:R:1
F -4.11 2.82 7.04 -0.2959
F 5.65 -5.47 4.35 -0.2704
F 5.65 -4.56 2.34 -0.1781
F -2.86 2.16 5.45 -0.1298
F -0.50 -5.91 -2.96 -0.2381
F -1.63 3.09 -6.01 -0.2719
F -4.38 4.98 2.71 -0.2677
F 3.99 -5.75 2.93 -0.2784
F -3.02 2.45 -1.76 -0.0682
F -3.40 0.07 1.41 0.0904
F -3.81 3.05 3.33 -0.1539
F -3.34 -2.86 -1.85 0.0500
F -5.11 0.44 0.14 -0.0790
F -3.79 4.70 4.81 -0.2692
F -2.06 3.53 6.92 -0.2458
F -4.01 3.94 -2.99 -0.2880
F -2.62 -2.85 0.23 0.1754
F 0.66 -4.77 -4.30 -0.2492
F -4.25 3.94 -0.86 -0.2201
F -0.10 -6.62 -4.99 -0.2962
F -1.34 2.02 -4.09 -0.1425
F -1.93 -4.38 -1.14 -0.1251
F 0.24 3.08 -5.05 -0.2709
F -4.88 -1.48 1.10 -0.1918
O -2.66 -5.04 -3.99 -0.5668
O -1.98 -5.33 4.49 -0.7119
O -1.13 4.05 2.88 -0.2513
O 6.03 -3.46 -1.66 -0.6833
O 4.68 -2.39 -2.99 -0.6270
O 3.50 2.32 -3.86 0.4223
O -3.74 -5.25 0.75 -0.0315
O 3.29 -3.93 4.86 -0.3111
O -1.19 4.71 -2.42 -0.0524
O 2.69 4.99 -0.13 -0.4208
O -2.66 0.18 7.13 -0.0352
O 0.14 1.67 6.10 -0.6396
O -1.58 -4.37 -5.86 -0.3423
O -8.48 1.50 -0.40 -0.6137
O 0.81 0.76 -5.86 -0.0020
O -2.25 5.37 -0.54 -0.5776
O 4.04 3.86 -5.25 -0.5987
O 0.84 -1.18 -3.59 -0.5755
O 4.10 5.82 1.34 -0.5630
O 8.27 -0.96 0.87 -0.6334
O -1.27 0.51 -6.77 -0.5944
O -7.81 2.93 -1.86 -0.6240
O -1.97 1.49 8.84 -0.6217
O 8.30 0.36 -0.82 -0.6438
O -1.92 6.14 3.33 -0.3253
O 1.18 -0.24 5.87 -0.4733
O 4.51 -2.44 3.66 -0.4995
O -5.16 -4.73 -0.98 -0.5741
O -6.85 0.30 2.06 -0.1107
O -1.13 -1.58 -2.75 -0.6197
O -5.13 0.53 3.56 -0.4081
O -3.59 -4.01 4.20 -0.6502
N -0.07 -0.94 -2.85 1.4645
N 3.82 5.12 0.37 0.8785
N 4.04 2.71 -4.86 0.3599
N 4.93 -3.14 -2.07 1.3089
N -7.89 1.81 -1.41 1.0763
N 7.67 -0.32 0.00 1.1421
N 0.99 0.97 5.56 0.8681
N -2.40 -4.26 4.16 1.3044
C 5.26 0.59 -4.96 0.1191
C 1.47 2.87 4.03 -0.4554
C 0.06 -1.12 2.71 -0.6663
C -0.46 1.06 -6.08 0.2514
C 3.50 2.82 2.69 0.0987
C 1.82 -3.38 6.65 -1.3135
C -2.02 4.81 3.21 0.2480
C -1.26 -1.69 7.81 -0.5872
C -1.29 -0.87 3.15 -0.6845
C 3.75 -3.73 -1.35 -0.0672
C 3.90 -4.78 -0.44 -0.9185
C -4.00 -7.32 2.04 -1.1748
C 5.42 -1.14 0.80 -0.6277
C -3.52 4.35 3.53 0.8706
C -4.14 -4.62 -0.36 -0.3987
C -7.75 1.11 2.75 -0.1904
C -8.29 0.50 4.12 -1.2209
C -0.48 1.34 0.08 0.1724
C -3.40 3.73 -1.84 0.8480
C 2.35 3.45 3.11 -0.5912
C 4.21 -3.58 4.00 0.4868
C -4.68 -5.99 1.54 -0.4568
C -2.81 2.47 6.75 1.0754
C 4.95 -4.84 3.39 0.8178
C 0.29 2.38 -0.38 -0.6653
C -2.60 -1.01 8.01 -0.7759
C 3.42 -0.29 -0.32 0.3165
C 4.18 0.70 -0.94 0.8403
C -6.78 -1.77 -2.25 -0.6111
C 6.16 4.37 0.35 -0.5356
C 4.79 1.68 -5.65 -0.0726
C -7.34 -0.62 -1.61 -0.0968
C 0.14 0.20 -1.92 0.1032
C 0.70 5.84 -3.36 -1.1949
C 5.09 1.87 -7.02 -0.6317
C 6.18 -0.31 -7.00 -0.4764
C 2.88 0.89 3.98 -0.1824
C -0.16 5.70 -2.14 -0.0175
C 2.78 -5.45 0.06 -0.8790
C 1.52 -5.04 -0.26 -0.8482
C -3.12 -2.55 -5.98 -0.1435
C 2.70 -2.79 5.63 0.8727
C -1.67 -4.88 -4.69 0.4598
C -0.53 0.19 -0.73 -0.6852
C 5.76 0.84 -7.68 -0.5314
C 4.02 -1.18 0.64 0.6202
C -2.06 -1.93 3.58 -0.3982
C -6.71 0.83 -3.39 -0.5508
C -0.39 7.43 1.97 -1.0754
C 1.30 -0.49 -6.49 0.1210
C 2.48 -3.35 -1.74 0.0492
C -1.54 -3.22 3.64 0.0411
C -2.79 -3.93 -6.46 -0.4154
C 1.41 -3.99 -1.15 -0.1024
C -0.81 2.34 -5.29 0.9127
C 7.25 3.56 -1.72 -0.6517
C 3.76 1.49 3.12 -0.9375
C -0.56 6.66 3.23 0.3586
C -6.29 -1.55 -3.54 -0.6083
C 6.06 3.82 -2.37 -0.5914
C -0.21 -3.46 3.29 -0.7933
C -6.23 -0.28 -4.05 -0.2273
C -5.58 0.25 2.50 -0.0558
C 5.58 0.71 -0.79 -0.2099
C -2.18 4.67 -1.59 0.2511
C -7.28 0.65 -2.13 -0.0794
C -2.36 1.34 7.69 0.1705
C 0.96 1.19 -2.32 -0.2498
C -0.37 -5.58 -4.24 0.9623
C 6.16 -0.24 0.04 -0.7739
C 1.95 -0.28 -7.85 -1.3480
C 7.27 3.94 -0.38 -0.4459
C 1.78 1.60 4.50 0.0260
C 1.02 2.34 -1.56 0.5861
C -3.00 -3.66 -0.83 1.0278
C 4.99 4.51 -0.35 0.3633
C -4.69 -0.15 1.26 0.5813
C 5.94 -0.46 -5.64 -0.7873
C 0.59 -2.43 2.83 -0.2141
C 4.89 4.19 -1.68 -0.3503
H -1.19 -2.00 6.78 0.0998
H 2.22 -2.12 4.92 -0.5718
H 2.86 -6.17 0.82 0.5156
H 8.22 3.82 0.18 0.3363
H -8.99 1.18 4.55 0.4253
H 1.19 -0.24 -8.61 0.4072
H -0.95 8.36 2.09 0.3795
H 2.24 -2.61 -2.49 0.6276
H -4.83 -7.98 2.42 0.3526
H 6.15 1.38 -1.39 0.9082
H 1.44 6.64 -3.20 0.4027
H 0.03 6.10 -4.18 0.3734
H 3.11 -0.11 4.34 0.2141
H 5.17 0.49 -3.90 0.3679
H 0.57 3.39 4.33 0.6616
H -5.56 -6.23 0.96 0.4342
H -0.43 -1.05 8.06 0.2861
H -2.23 -2.00 -6.27 -0.1503
H 6.34 -1.30 -5.08 0.4935
H -8.59 1.27 2.07 0.3186
H -0.81 6.91 1.11 0.0747
H 6.68 -1.09 -7.57 0.4165
H 0.14 5.82 3.23 -0.2816
H 4.21 3.34 2.07 0.1266
H -3.58 -4.72 -6.27 0.3113
H -2.63 -3.98 -7.53 0.3736
H 1.39 -2.67 7.36 0.2140
H 2.58 0.64 -7.87 0.1784
H -6.89 -2.77 -1.89 0.5808
H -3.72 -7.92 1.17 0.3437
H 1.95 -0.93 -5.79 0.2452
H 3.74 1.38 -1.67 -0.6973
H 4.89 -5.13 -0.24 0.5327
H 8.14 3.13 -2.14 0.4604
H -4.93 -5.32 2.34 0.3315
H -3.93 -2.07 -6.51 0.4259
H -3.33 -2.44 -4.90 -0.0819
H 0.64 -5.46 0.21 0.6230
H -7.46 0.28 4.82 0.2357
H 2.68 -1.08 -8.06 0.3981
H 3.94 4.32 -2.18 0.4527
H 0.44 -3.65 -1.50 0.3951
H 0.36 5.26 -1.30 -0.0311
H -5.71 -0.15 -5.02 0.2847
H 5.86 -1.81 1.51 0.4490
H -1.04 1.42 1.03 -0.1546
H -6.74 1.83 -3.87 0.4434
H -7.73 -0.77 -0.65 0.5090
H 1.60 -2.65 2.58 0.2412
H 3.40 -1.87 1.17 -0.4831
H -1.13 -0.65 -0.53 0.3866
H 2.27 -4.17 7.31 0.4136
H -1.25 -2.59 8.42 0.4724
H -2.92 -0.76 9.01 0.3748
H 1.18 4.91 -3.63 -0.0258
H -5.86 -2.39 -4.07 0.4760
H 6.20 4.60 1.42 0.5351
H -3.20 -7.23 2.74 0.2741
H 4.54 0.91 2.70 0.8776
H 2.33 -0.31 -0.49 -0.4022
H 1.45 1.13 -3.29 -0.4519
H 5.91 3.66 -3.45 0.5283
H 5.99 0.90 -8.74 0.4018
H 0.19 -4.43 3.48 0.9606
H -8.78 -0.42 3.96 0.3589
H -3.09 -1.70 3.88 0.4593
H 2.12 4.44 2.69 0.2516
H 0.43 3.23 0.22 0.7201
H 0.70 -0.30 2.32 0.5420
H -7.27 2.06 2.96 0.3012
H -3.42 -1.54 7.51 0.2438
H 4.77 2.80 -7.48 0.5150
H 1.02 -3.97 6.13 0.2092
H 0.43 -1.08 -6.62 0.1658
H 0.62 7.64 1.85 0.4256
H 3.53 -2.28 6.16 0.5232
H 1.60 3.18 -1.83 -0.0645
H -0.66 6.63 -1.92 0.6410
H -0.41 7.30 4.09 0.3883
H -1.62 0.18 3.15 0.3841
```

* maximum force: 4.746 eV Å⁻¹
* Kohn-Sham gap: 8.47 eV
* 2S+1: 1

=====

Computed values of E_tot (unit: hartree) for the preceding records, in sequence: -5329.72801; -1590.63844; -8338.35864.